This record from the OMol25 dataset describes C45H43BGeIrN12S as an isolated structure. The level of theory is ωB97M-V with the def2-TZVPD basis set.

Computed properties:
Spin multiplicity   6
Maximum force   0.71 eV/Å
HOMO energy (spin up / spin down)   -16.095 / -17.562 eV
Total charge   +4
LUMO energy (spin up / spin down)   -0.3599 / -0.4874 hartree

Each line ends with the Löwdin spin population.
CARTESIAN COORDINATES (ANGSTROEM)
Ir: -1.34947 -0.08109 -0.68056  1.29
C: -5.81941 -0.42303 -0.98271  0.00
C: -4.56817 -0.25767 -1.56915  0.01
N: -3.64238 -0.01443 -0.64549  0.14
N: -4.27699 0.00573 0.55225  0.01
C: -5.58572 -0.26881 0.36352  0.00
B: -3.37879 0.21181 1.78361  0.01
N: -2.52234 -1.05324 1.96044  0.00
C: -2.52239 -1.99785 2.91557  0.01
C: -1.48750 -2.87349 2.68239  0.00
C: -0.88217 -2.39751 1.52863  0.01
N: -1.51157 -1.30634 1.07394  0.02
N: -2.44070 1.42827 1.62398  0.01
C: -2.38129 2.58757 2.31169  0.00
C: -1.36007 3.36073 1.81096  0.00
C: -0.81270 2.59272 0.78930  0.02
N: -1.46358 1.43765 0.68794  0.02
N: -4.23856 0.51156 3.06330  0.12
C: -5.38829 1.10482 3.19932  0.17
C: -5.65243 1.25630 4.61257  0.45
C: -4.49482 0.69288 5.22859  0.04
N: -3.64417 0.27512 4.34737  0.19
H: -6.75708 -0.64171 -1.46283  0.00
H: -4.30984 -0.30981 -2.61208  0.00
H: -6.27604 -0.38460 1.18056  0.00
H: -3.24775 -1.99340 3.71017  0.00
H: -1.19782 -3.72523 3.27196  0.00
H: 0.01259 -2.77587 1.06702  0.00
H: -3.05007 2.79626 3.12851  0.00
H: -1.05091 4.33467 2.14676  0.00
H: 0.01083 2.81242 0.12841  0.01
H: -5.99459 1.44406 2.37421  0.00
H: -6.50691 1.73729 5.06531  0.02
H: -4.28084 0.60669 6.28432  0.00
C: -2.42795 2.94388 -4.67446  0.00
N: -2.48982 1.47568 -4.60093  0.03
C: -3.15821 0.67570 -5.49565  0.02
C: -3.00195 -0.60318 -5.09230  0.03
N: -2.22973 -0.58232 -3.93625  0.02
C: -1.93900 0.71353 -3.65257  0.01
S: -1.11281 1.39039 -2.29043  0.32
C: -1.67192 -1.75179 -3.32842  0.00
C: -1.65491 -2.92463 -4.06536  0.00
C: -1.00344 -4.03556 -3.55862  0.00
C: -0.32815 -3.91497 -2.35649  0.00
C: -0.41015 -2.71845 -1.68255  0.01
N: -1.11790 -1.65553 -2.11050  0.01
H: -3.02913 3.25779 -5.52177  0.00
H: -1.39699 3.25652 -4.82193  0.00
H: -2.83214 3.37074 -3.75970  0.00
H: -3.69609 1.08216 -6.33572  0.00
H: -3.39669 -1.50311 -5.52463  0.00
H: -2.10503 -2.97759 -5.04311  0.00
H: -0.99135 -4.95937 -4.12163  0.00
H: 0.25542 -4.72552 -1.94373  0.00
H: 0.12070 -2.57481 -0.75803  0.01
C: 6.38437 2.05764 0.03208  0.30
C: 5.28853 2.93992 0.23910  0.08
C: 4.10470 2.44441 0.69337  0.09
C: 3.91963 1.03692 0.87876  0.39
C: 5.06694 0.18759 0.73754  0.12
C: 6.25330 0.67270 0.26918  0.06
Ge: 2.11088 0.21160 1.25698  0.48
C: 2.45416 -1.67360 1.61304  0.09
C: 2.35524 -2.15892 2.92000  0.02
C: 2.55550 -3.50522 3.19576  0.00
C: 2.84275 -4.39579 2.17108  0.01
C: 2.94582 -3.92974 0.86412  0.00
C: 2.74777 -2.58501 0.59283  0.01
C: 1.57521 1.07720 2.92649  0.10
C: 2.23284 2.14318 3.54467  0.03
C: 1.77335 2.68039 4.73858  0.00
C: 0.63394 2.16932 5.34222  0.03
C: -0.03850 1.11007 4.74480  0.00
C: 0.42094 0.58269 3.55092  0.03
H: 7.34250 2.46365 -0.26899  0.01
H: 5.42461 3.99630 0.04919  0.00
H: 3.27337 3.11405 0.87969  0.00
H: 4.96499 -0.86228 0.98508  0.00
H: 7.10653 0.02476 0.12032  0.00
H: 2.14240 -1.48266 3.73985  0.00
H: 2.49907 -3.85920 4.21692  0.00
H: 3.00633 -5.44248 2.39051  0.00
H: 3.19914 -4.61729 0.06710  0.00
H: 2.86044 -2.23312 -0.42691  0.00
H: 3.14786 2.55019 3.13150  0.00
H: 2.31558 3.48940 5.20976  0.00
H: 0.28876 2.57987 6.28180  0.00
H: -0.91284 0.68502 5.22238  0.00
H: -0.10334 -0.26471 3.11699  0.00
C: 4.78425 0.80854 -5.20869  0.00
C: 3.85921 0.57214 -4.05688  0.00
C: 3.40857 1.61523 -3.24846  0.00
C: 2.56088 1.34429 -2.19008  0.02
N: 2.13153 0.12012 -1.86929  0.09
C: 2.54016 -0.87440 -2.66399  0.01
C: 3.38754 -0.70216 -3.74342  0.01
H: 5.41301 1.68100 -5.04078  0.00
H: 4.21048 0.98945 -6.12022  0.00
H: 5.42022 -0.05605 -5.38952  0.00
H: 3.71685 2.63485 -3.44416  0.00
H: 2.20799 2.15638 -1.56003  0.00
H: 2.17979 -1.86927 -2.42221  0.00
H: 3.68594 -1.55900 -4.33400  0.00

Cartesian forces (eV/Å) of the 6 atoms listed first:
Ir 0.113 -0.109 0.147
C 0.001 -0.037 0.041
C 0.028 -0.067 0.009
N -0.053 0.039 -0.025
N 0.114 0.162 -0.093
C -0.025 -0.042 0.028

This record from the OMol25 dataset describes C45H43BrIrN6O6P as an isolated structure. The level of theory is ωB97M-V with the def2-TZVPD basis set.

Computed properties:
Spin multiplicity   2
Maximum force   0.58 eV/Å
HOMO energy (spin up / spin down)   -10.026 / -10.015 eV
Total charge   +1
LUMO energy (spin up / spin down)   -0.1036 / -0.1685 hartree

Each line ends with the Löwdin spin population.
CARTESIAN COORDINATES (ANGSTROEM)
Ir: 0.24605 -1.27786 0.07100  0.67
Br: -3.68891 -7.38700 -1.27544  0.01
C: -2.72504 -5.91428 -0.59836  0.02
C: -2.12831 -5.99884 0.66199  -0.01
C: -1.42855 -4.92782 1.16839  0.02
C: -1.29107 -3.75151 0.42093  -0.01
O: -0.67966 -2.72226 0.97520  0.11
C: -1.88160 -3.67121 -0.84828  0.02
C: -1.78424 -2.51524 -1.70453  0.00
N: -1.00763 -1.48767 -1.60876  0.02
C: -0.98876 -0.66407 -2.79473  0.00
C: -0.96038 -1.28075 -4.01670  0.00
C: -0.90664 -0.54258 -5.21631  0.00
C: -0.83582 0.81386 -5.18430  0.00
C: -0.80794 1.48781 -3.94027  0.00
C: -0.62763 2.88450 -3.84822  0.00
C: -0.51778 3.46731 -2.62199  0.00
C: -0.63290 2.64810 -1.48120  0.00
N: -0.85197 1.36003 -1.52237  0.00
C: -0.90662 0.75889 -2.73195  0.00
C: -2.61424 -4.76389 -1.33969  -0.01
H: -2.22455 -6.90836 1.23911  0.00
H: -0.97099 -4.97014 2.14755  0.00
H: -2.42994 -2.55322 -2.57746  0.00
H: -0.92376 -2.36045 -4.08233  0.00
H: -0.88821 -1.07235 -6.15909  0.00
H: -0.76620 1.38808 -6.09973  0.00
H: -0.54692 3.47013 -4.75599  0.00
H: -0.34813 4.52989 -2.51314  0.00
H: -0.54022 3.08491 -0.49247  0.00
H: -3.08167 -4.69792 -2.31418  0.00
C: 2.69314 -3.97051 -2.25862  -0.01
C: 3.86813 -3.93913 -1.52337  0.03
C: 3.93956 -3.17332 -0.37012  0.00
C: 2.82872 -2.44980 0.04845  0.02
C: 1.64052 -2.47925 -0.69500  -0.02
C: 1.58537 -3.23666 -1.85442  0.02
C: 2.79781 -1.68579 1.30306  0.00
C: 3.95646 -1.40668 2.06130  0.00
C: 3.83857 -0.74685 3.24296  0.00
C: 2.55433 -0.45616 3.75749  0.00
C: 2.36482 0.08612 5.04868  0.00
C: 1.10680 0.22978 5.56144  0.00
C: -0.00637 -0.18162 4.80116  0.00
C: 0.14587 -0.67237 3.53415  0.00
C: 1.43059 -0.78740 2.97189  0.00
N: 1.59504 -1.28394 1.70106  0.00
H: 2.63899 -4.55958 -3.16491  0.00
H: 4.72839 -4.50865 -1.84736  0.00
H: 4.85684 -3.16233 0.20259  0.00
H: 0.70185 -3.24781 -2.47442  0.00
H: 4.92380 -1.68727 1.67499  0.00
H: 4.71545 -0.47769 3.81906  0.00
H: 3.23731 0.35427 5.63125  0.00
H: 0.96458 0.62936 6.55633  0.00
H: -1.00085 -0.11351 5.22427  0.00
H: -0.69871 -1.00363 2.95516  0.00
O: 1.49799 0.19269 -0.40328  0.07
C: 2.06504 0.40026 -1.58073  0.00
O: 1.96797 -0.34508 -2.53203  0.02
C: 2.89139 1.64106 -1.62611  0.00
C: 3.10610 2.40975 -0.48977  0.00
C: 3.87874 3.57329 -0.53582  0.00
C: 4.40659 3.91464 -1.75591  0.00
O: 5.16915 4.99742 -2.06739  0.00
C: 5.54734 4.83557 -3.43791  0.00
O: 4.80851 3.73414 -3.96319  0.00
C: 4.18986 3.14929 -2.89368  0.00
C: 3.44091 2.00673 -2.86622  0.00
H: 2.66490 2.09497 0.44583  0.00
H: 4.05557 4.17925 0.34151  0.00
H: 6.61689 4.61943 -3.49359  0.00
H: 5.29415 5.73942 -3.98962  0.00
H: 3.26784 1.39804 -3.74225  0.00
C: -2.38386 3.43428 2.62528  0.00
N: -1.65763 2.32230 2.02980  0.00
C: -0.20787 2.43786 2.16053  0.00
P: -2.35769 0.91567 1.54661  0.00
O: -1.32687 -0.04335 1.05888  0.01
N: -3.51322 1.37424 0.46554  0.00
C: -3.70540 2.67704 -0.14368  0.00
C: -4.44534 0.35381 0.00720  0.00
N: -3.15243 0.13542 2.78891  0.00
C: -3.33025 -1.31544 2.76550  0.00
C: -4.23239 0.82601 3.48597  0.00
H: -2.03527 4.37472 2.19007  0.00
H: -2.22191 3.48143 3.70659  0.00
H: -3.45148 3.35418 2.43629  0.00
H: 0.10853 3.39944 1.74740  0.00
H: 0.28724 1.64463 1.60588  0.00
H: 0.10556 2.39448 3.20697  0.00
H: -2.85252 3.32175 0.04174  0.00
H: -4.60674 3.16642 0.23966  0.00
H: -3.81350 2.56467 -1.22536  0.00
H: -5.45944 0.52407 0.38161  0.00
H: -4.11901 -0.63669 0.32201  0.00
H: -4.47767 0.35411 -1.08505  0.00
H: -2.58160 -1.78047 2.12936  0.00
H: -4.32454 -1.59191 2.39691  0.00
H: -3.22558 -1.71331 3.77762  0.00
H: -5.09731 1.01927 2.83996  0.00
H: -3.89255 1.76758 3.91000  0.00
H: -4.56498 0.20126 4.31420  0.00

Cartesian forces (eV/Å) of the 6 atoms listed first:
Ir 0.384 -0.035 0.287
Br -0.009 -0.005 -0.007
C 0.005 0.018 -0.017
C -0.003 0.007 -0.001
C 0.007 -0.006 -0.004
C -0.177 0.131 0.001

Which value of maximum force does entry 2 give? 0.58 eV/Å

Among the records above, which one has the highest spin multiplicity? C45H43BGeIrN12S

The lowest spin multiplicity belongs to which entry? C45H43BrIrN6O6P

Which of these has the highest maximum force? C45H43BGeIrN12S